(1)
Molecular formula: C20H18Cl3F5N4O2S
Method: DFT, wB97M-V/def2-TZVPD

Kohn-Sham gap (eV): 8.067
Electronic energy (eV): -93076.57410
LUMO (eV): -0.7

CARTESIAN COORDINATES (ANGSTROEM)
C  1.08149  -1.05846  1.60102
C  -3.46614  -1.27165  3.53348
Cl  5.30181  -0.79525  -5.02550
H  -3.84239  -2.28066  3.73981
H  5.00403  1.19950  -3.83630
H  -0.50097  5.29603  -0.19486
C  -2.44970  -1.92033  0.39035
H  1.55029  -0.32812  -2.03203
C  -2.02684  1.14080  -3.10878
C  4.63245  0.18841  -3.72399
C  -1.18873  -0.72862  -1.51730
H  0.51947  4.55049  -1.50754
N  -3.59449  -2.46481  0.69347
H  0.30861  1.80308  -2.14489
C  3.27425  -1.71373  2.16827
O  0.56955  3.63828  1.31203
S  -4.57752  -2.29739  -0.61267
C  0.16383  3.31090  0.22275
H  -1.20578  4.07436  -1.29218
Cl  5.15244  -0.42080  -2.14894
F  -1.97020  -1.13827  -3.66006
N  -3.51797  -1.57399  -1.57749
C  1.04333  -0.17140  2.67917
N  2.07898  -0.05402  3.51193
C  -0.28756  4.39572  -0.77681
H  3.95988  -0.76461  3.92786
H  -3.95826  -0.83398  2.65432
H  -0.39900  -2.44326  2.89149
C  2.18955  -1.85120  1.27756
H  2.20254  -2.54010  0.43424
C  -2.36028  -1.37444  -0.98342
H  1.81859  2.18004  -1.29441
C  1.17227  0.09245  -1.08743
H  1.99068  -0.00458  -0.36434
H  4.18515  -2.30043  2.03998
O  0.06677  1.97430  -0.09576
F  -2.25003  1.72359  -1.92494
H  -3.74557  -0.60932  4.37478
C  3.11345  -0.82932  3.22978
C  0.87992  1.60846  -1.22094
H  -1.49650  -1.23737  4.42573
Cl  2.86934  0.23299  -3.81703
C  -1.22922  -0.23140  -2.95707
C  -1.92521  -1.20237  3.41430
F  -3.25007  0.87599  -3.60469
C  -0.14282  -1.15741  0.70186
H  -1.70646  -0.24558  2.91090
F  -1.44620  1.97170  -3.98235
H  0.15974  0.43975  2.85417
C  -0.12052  -0.61572  -0.66391
N  -1.33827  -2.28236  2.53888
C  -1.26204  -1.77271  1.20494
F  -0.02966  -0.18318  -3.57743

(2)
Molecular formula: C20H18CoN8O2
Method: DFT, wB97M-V/def2-TZVPD

Kohn-Sham gap (eV): 7.075
Electronic energy (eV): -74643.15965
LUMO (eV): -11.6
Total charge: +3

CARTESIAN COORDINATES (ANGSTROEM)
H  -2.65103  1.64602  3.43490
H  1.49175  3.04476  -3.72783
C  -2.00003  -2.38127  1.31249
C  1.01898  -0.27891  -3.03156
H  2.09131  -1.19315  5.03645
H  -3.22565  1.30063  1.09192
C  1.39946  0.95152  -3.69565
C  1.17883  2.17217  -3.16675
C  0.37388  3.54689  -1.21550
N  2.18011  -0.84925  3.06538
N  2.93831  -0.67426  2.00277
H  -0.96312  2.33141  1.64372
C  -2.07784  0.72559  3.53321
C  0.18545  -2.40992  -1.45145
H  -2.64606  -2.53267  -0.74955
H  3.71765  -1.03171  4.30827
C  -0.54702  2.34340  0.64613
H  0.92932  -3.67655  -3.00355
H  2.31007  -0.44231  0.00363
O  2.09031  1.93614  -5.65040
H  -3.45389  -0.20078  -0.86996
H  0.66311  4.47620  -1.69161
H  -2.40761  0.21564  4.43848
H  -0.32409  4.46968  0.59091
N  2.10962  0.92269  -5.00841
C  1.19310  -1.60906  -3.48392
N  0.90609  -0.87607  2.84765
N  0.80303  -0.70621  1.51649
C  0.17050  1.16407  -1.21237
H  -1.61068  -3.39038  1.35853
C  -1.86215  -1.52182  2.40691
C  -3.04301  -0.57311  0.05999
N  -0.40230  1.17753  0.02268
C  0.78799  -2.65327  -2.68314
H  -0.12571  -3.22520  -0.81171
C  -2.89267  0.27185  1.16592
C  0.38414  -0.12354  -1.79556
C  -0.17373  3.54709  0.04716
C  -2.26513  -0.16986  2.34568
C  0.57201  2.31960  -1.87559
H  -1.37822  -1.87814  3.30581
C  -2.59357  -1.90264  0.12931
N  -0.03277  -1.16969  -1.02924
N  2.71113  -0.97123  4.27563
O  2.66578  -0.11393  -5.29675
Co  -0.87506  -0.59117  0.59136
C  2.04536  -0.58785  1.03601
H  -1.02285  0.97275  3.67233
H  1.65689  -1.80167  -4.43923

(3)
Molecular formula: C20H18F3N3O2
Method: DFT, wB97M-V/def2-TZVPD

Kohn-Sham gap (eV): 8.216
Electronic energy (eV): -37748.74037
LUMO (eV): 0.7
Energy relative to the best compared isomer or geometry (same formula, charge and spin) (eV): 0.000

CARTESIAN COORDINATES (ANGSTROEM)
C  -0.19543  -2.89047  0.46532
H  3.79263  0.68327  2.67488
C  2.75877  0.41892  2.67377
H  1.45824  2.85184  -0.40746
C  -2.47989  -3.04084  -0.25053
C  2.94356  -1.12934  -2.27932
C  1.52875  0.31229  -0.93010
H  1.09547  -0.27463  -3.00815
F  -0.93892  -4.75522  -0.80750
C  3.81774  -1.32701  -1.18322
H  4.66402  -1.95324  -1.37277
O  -2.79322  2.15738  1.36867
H  2.74155  -0.70652  2.87030
H  -3.26606  -3.63603  -0.72540
N  -2.01123  0.12334  1.49806
H  0.25377  1.43177  2.07190
H  -4.37321  1.36544  -1.24627
H  -3.24033  0.92361  -2.63999
C  -1.19887  -3.59697  -0.19456
H  -2.52993  0.14081  2.36789
H  -1.87251  3.09787  -2.23381
C  -2.79808  -1.83428  0.34217
C  -2.59617  2.71150  -1.48391
H  -3.07649  3.43797  -0.82424
C  1.12135  1.86063  1.49974
H  -0.19389  3.00346  0.14942
H  2.27064  0.95312  3.49196
H  0.33209  -1.17860  1.58906
C  -2.11527  1.44597  -0.73174
C  -1.77723  -1.13562  0.99006
C  -0.87702  0.73555  -1.21819
N  0.38758  1.10812  -0.72142
H  3.12909  -1.57312  -3.23741
H  1.51955  2.73668  2.03826
N  2.16805  0.81901  1.40225
F  1.08128  -3.32476  0.52065
C  -3.33440  1.40468  -1.66918
C  3.51985  -0.66793  0.01424
C  -0.49473  -1.68308  1.08378
O  -1.06469  -0.13624  -2.03579
F  -4.09346  -1.39056  0.34018
C  -2.28563  1.25328  0.73999
C  1.77201  -0.34670  -2.13434
C  2.40229  0.17440  0.18050
H  4.17189  -0.87884  0.85739
C  0.67649  2.30911  0.10486

(4)
Molecular formula: C20H18F3N5O6S
Method: DFT, wB97M-V/def2-TZVPD

Kohn-Sham gap (eV): 6.158
Electronic energy (eV): -59744.63031
LUMO (eV): -2.2

CARTESIAN COORDINATES (ANGSTROEM)
N  3.59344  -0.30953  2.93298
C  -0.58999  -1.39158  3.48450
O  3.21160  -1.77472  -5.70547
C  1.55259  0.96452  -2.22956
O  1.21164  2.83150  -0.91188
N  1.45219  -0.03390  3.32322
H  -4.64549  -0.13761  2.23972
O  -1.21358  -2.00257  -0.99992
C  1.60098  -1.44033  -3.54738
C  0.00859  -0.14739  3.28199
F  2.28460  -3.59187  -1.47317
C  0.24558  -2.59513  3.74323
F  0.79519  -4.42802  -0.07668
C  4.85643  -0.89274  2.46614
C  2.34489  -0.40710  -4.06706
H  4.30351  0.75386  4.75281
H  0.75566  2.24974  2.26947
C  -4.25222  -0.48135  3.19696
H  0.16063  2.73071  3.85942
H  -2.76171  1.72764  2.89640
H  0.83618  -2.85304  2.86324
H  -0.81673  3.03054  2.42173
H  0.93522  -2.41343  4.56879
C  2.16116  0.57892  4.38770
O  3.64424  0.34669  -5.83208
C  -2.15287  0.85436  3.04654
H  5.40118  -1.30861  3.31264
N  2.91340  2.02147  -3.65149
C  -0.13658  2.31970  2.89318
H  1.60359  -2.39869  -4.05582
C  1.23773  -3.32845  -0.68976
C  0.83835  -1.27786  -2.38754
H  5.46967  -0.12970  1.99021
H  -2.43761  -2.43913  3.60911
H  1.71649  1.05162  5.24837
H  -4.58062  -1.51087  3.34052
O  2.58194  2.92913  -2.75834
H  -0.36767  -3.45998  4.00305
C  -1.97024  -1.48439  3.45192
S  -0.11401  -2.67689  -1.77132
O  -0.35016  -3.50510  -3.00299
C  2.31833  0.83744  -3.38011
C  -0.77469  0.98583  3.06052
C  3.47924  0.41539  4.14382
C  0.80075  -0.09159  -1.70890
C  2.36186  -0.55409  2.47847
H  4.65616  -1.69033  1.75196
H  0.19885  0.02832  -0.81632
H  -4.70516  0.12515  3.98166
N  3.11970  -0.62048  -5.26994
F  1.53241  -2.36701  0.18593
C  -2.76763  -0.37272  3.23107
N  1.75951  2.29302  -1.90622

(5)
Molecular formula: C20H18N2O4
Method: DFT, wB97M-V/def2-TZVPD

Kohn-Sham gap (eV): 8.803
Electronic energy (eV): -32202.72405
LUMO (eV): -0.1
Energy relative to the best compared isomer or geometry (same formula, charge and spin) (eV): 1.117

CARTESIAN COORDINATES (ANGSTROEM)
H  -1.55428  -4.18557  -0.27306
C  -2.81169  2.05422  0.24087
H  -0.53249  -4.20575  1.18935
C  2.01074  -1.99793  -1.66858
H  3.53735  1.75861  0.33383
H  -4.41838  3.74301  -2.20940
C  -1.52949  -1.50919  -0.25640
C  5.29935  0.63844  -0.19428
H  2.40403  0.01523  1.58126
C  -1.25573  1.21090  3.52871
H  -2.80388  -0.21563  -2.28242
N  -1.72908  1.12883  2.16505
O  0.69663  -4.51318  -1.37566
C  3.85417  1.07141  -0.45300
C  -3.65393  1.74397  -2.37967
H  -3.98459  1.62932  -3.40124
H  1.88992  -2.57755  -2.57095
O  -2.52503  3.23895  2.29271
C  2.80427  -0.87067  -1.64820
C  -0.77219  -3.65107  0.27831
C  0.46636  -3.59640  -0.62403
C  -3.89939  2.94041  -1.70744
H  5.63803  -0.03726  -0.97613
H  -0.80447  0.25656  3.78410
H  3.31858  -0.55983  -2.54611
H  3.80274  1.59684  -1.40869
N  -1.50419  -0.00591  1.54464
H  -3.65450  4.00742  0.14438
C  -2.99721  0.70561  -1.75829
C  -2.37331  2.23622  1.62296
C  2.95039  -0.12592  -0.48224
H  -2.09148  1.43039  4.19375
O  -1.48656  -1.77964  -1.43184
C  -1.88018  -0.18427  0.31486
C  2.28729  -0.54646  0.66522
C  -2.56232  0.84230  -0.43431
H  5.95673  1.50429  -0.17399
C  1.47870  -1.66617  0.65321
C  1.32598  -2.40147  -0.52154
H  0.98101  -1.97208  1.56039
O  -1.24412  -2.38586  0.71111
C  -3.48068  3.09526  -0.40593
H  -0.52790  2.01790  3.61888
H  5.37481  0.12171  0.75981

Please write out number 5 again, unchanged.
Molecular formula: C20H18N2O4
Method: DFT, wB97M-V/def2-TZVPD

Kohn-Sham gap (eV): 8.803
Electronic energy (eV): -32202.72405
LUMO (eV): -0.1
Energy relative to the best compared isomer or geometry (same formula, charge and spin) (eV): 1.117

CARTESIAN COORDINATES (ANGSTROEM)
H  -1.55428  -4.18557  -0.27306
C  -2.81169  2.05422  0.24087
H  -0.53249  -4.20575  1.18935
C  2.01074  -1.99793  -1.66858
H  3.53735  1.75861  0.33383
H  -4.41838  3.74301  -2.20940
C  -1.52949  -1.50919  -0.25640
C  5.29935  0.63844  -0.19428
H  2.40403  0.01523  1.58126
C  -1.25573  1.21090  3.52871
H  -2.80388  -0.21563  -2.28242
N  -1.72908  1.12883  2.16505
O  0.69663  -4.51318  -1.37566
C  3.85417  1.07141  -0.45300
C  -3.65393  1.74397  -2.37967
H  -3.98459  1.62932  -3.40124
H  1.88992  -2.57755  -2.57095
O  -2.52503  3.23895  2.29271
C  2.80427  -0.87067  -1.64820
C  -0.77219  -3.65107  0.27831
C  0.46636  -3.59640  -0.62403
C  -3.89939  2.94041  -1.70744
H  5.63803  -0.03726  -0.97613
H  -0.80447  0.25656  3.78410
H  3.31858  -0.55983  -2.54611
H  3.80274  1.59684  -1.40869
N  -1.50419  -0.00591  1.54464
H  -3.65450  4.00742  0.14438
C  -2.99721  0.70561  -1.75829
C  -2.37331  2.23622  1.62296
C  2.95039  -0.12592  -0.48224
H  -2.09148  1.43039  4.19375
O  -1.48656  -1.77964  -1.43184
C  -1.88018  -0.18427  0.31486
C  2.28729  -0.54646  0.66522
C  -2.56232  0.84230  -0.43431
H  5.95673  1.50429  -0.17399
C  1.47870  -1.66617  0.65321
C  1.32598  -2.40147  -0.52154
H  0.98101  -1.97208  1.56039
O  -1.24412  -2.38586  0.71111
C  -3.48068  3.09526  -0.40593
H  -0.52790  2.01790  3.61888
H  5.37481  0.12171  0.75981

> Which of these has the lowest Kohn-Sham gap?

C20H18F3N5O6S